1.
An isolated ion of composition C10H8NOS and charge +1 at a distorted geometry, computed with the ωB97M-V functional and the def2-TZVPD basis.

Structure (XYZ):
```
21
Properties=species:S:1:pos:R:3:nbo_charge:R:1
C -1.7246 -2.7456 -0.2475 -0.175
C -0.8213 -2.2133 -1.1356 -0.194
C -2.2404 -1.9669 0.8321 -0.160
C -0.3889 -0.9331 -0.9626 -0.233
C -1.8918 -0.6447 0.9708 -0.204
C 1.5486 2.6778 -0.1246 0.036
C 2.9352 2.5780 -0.3698 -0.431
C 1.9662 0.5469 0.3469 -0.174
C -0.8802 -0.2691 0.1377 -0.124
C -0.3436 1.2919 0.5630 0.714
N 1.0342 1.4915 0.1757 -0.382
O -1.0727 2.1229 1.0184 -0.447
S 3.4942 1.0493 0.0794 0.737
H -2.0517 -3.6137 -0.6580 0.229
H -0.5888 -2.7972 -1.9983 0.231
H -2.9726 -2.3066 1.5143 0.229
H 0.4234 -0.4786 -1.5849 0.222
H -2.3467 -0.1779 1.8128 0.255
H 0.9002 3.5615 -0.0579 0.283
H 3.4847 3.3147 -0.8332 0.275
H 1.5363 -0.4878 0.5213 0.313
```

Net charge: +1
Orbital gap, hartree: 0.3028
LUMO, eV: -4.80
Highest occupied orbital energy, eV: -13.043


2.
C4H11S3 as an isolated structure, computed with the ωB97M-V functional and the def2-TZVPD basis.

Structure (XYZ):
```
18
Properties=species:S:1:pos:R:3:nbo_charge:R:1
C -2.7653 -1.4944 -0.3880 -0.610
C -1.3434 -1.0714 -0.0419 -0.532
S -1.2231 -0.2137 1.5375 -0.551
H -3.4344 -0.6308 -0.3807 0.199
H -3.1406 -2.1856 0.3694 0.195
H -2.8019 -1.9848 -1.3713 0.170
H -0.9500 -0.4194 -0.8321 0.174
H -0.7149 -1.9730 -0.0725 0.169
C 1.3341 1.5248 2.0588 -0.738
S 0.4834 1.6092 0.4443 0.099
S 2.2658 1.7910 -0.7346 -0.082
C 1.9846 0.3382 -1.7655 -0.753
H 1.6271 0.5036 2.3055 0.217
H 2.1990 2.1872 2.0538 0.200
H 0.6281 1.8728 2.8122 0.218
H 1.2131 0.5387 -2.5093 0.201
H 2.9251 0.1515 -2.2958 0.201
H 1.7133 -0.5439 -1.1900 0.222
```

Net charge: -1
Orbital gap, hartree: 0.2123
LUMO, eV: 3.27
Highest occupied orbital energy, eV: -2.510


3.
C7H6CoN2O4 as an isolated structure at a distorted geometry, computed with the ωB97M-V functional and the def2-TZVPD basis.

Structure (XYZ):
```
20
Properties=species:S:1:pos:R:3:nbo_charge:R:1
O -0.2588 2.7958 -0.8800 -0.289
C -0.2248 1.8339 -0.2450 0.470
Co -0.0611 0.1219 0.4146 0.927
O 2.0964 -0.5838 -2.4332 -0.321
C 1.4939 -0.3461 -1.5062 0.459
C -1.7359 -0.1401 -0.0212 0.433
O -2.8151 -0.3336 -0.3819 -0.252
C 0.0460 -1.6694 0.8295 0.473
O 0.1781 -2.8150 0.8399 -0.282
C 2.8927 0.8957 4.5660 -0.414
N 1.5979 1.3681 4.0693 -0.363
C 0.8176 2.2944 4.9122 -0.417
C 1.1311 0.9829 2.9412 0.729
N 0.7103 0.6374 1.9079 -0.641
H 3.0634 1.3452 5.5441 0.257
H 3.6995 1.1869 3.8786 0.244
H 2.8952 -0.2002 4.6568 0.242
H 0.6398 3.2566 4.3852 0.244
H -0.1693 1.8595 5.1720 0.244
H 1.3899 2.4801 5.8293 0.259
```

Net charge: +2
Orbital gap (spin up / spin down), hartree: 0.3247 / 0.2336
LUMO (spin up / spin down), eV: -8.99 / -11.35
Spin multiplicity: 4
Highest occupied orbital energy (spin up / spin down), eV: -17.827 / -17.708


Record-wise molar mass values, in g/mol: 190.25; 155.33; 241.07
Record-wise energy above the lowest of the compared OMol25 structures with the same formula, charge and spin values, in kJ/mol: 0.0; 62.9; 0.0